# C42H41ClO2P2Ti

A molecular structure, C42H41ClO2P2Ti in a non-equilibrium geometry (ωB97M-V/def2-TZVPD, OMol25).

Positions of all 89 atoms, in Å:
H -7.255 5.286 -0.899
C -4.235 1.137 -4.325
C 2.381 -3.684 3.509
C 1.615 -2.171 -4.585
H 5.350 -1.867 0.743
O 1.194 -3.196 1.386
C 5.838 0.016 1.786
C 2.175 -3.795 4.887
H 0.121 2.437 4.415
H 3.561 -0.349 4.438
H 0.621 1.002 -3.840
C 3.165 -4.283 5.746
C 3.938 0.188 3.559
H -1.854 -4.283 0.684
H -4.985 6.035 -1.631
C 4.414 -4.642 5.213
H 2.096 0.370 0.341
H 2.522 -0.218 -4.809
C -4.023 4.183 -1.055
C 5.031 -0.816 0.821
H 5.544 -1.141 3.648
Ti -0.510 -2.103 1.348
C -1.806 -3.667 1.614
C -1.674 2.433 -1.611
C 4.598 -4.656 3.827
H 3.006 -4.374 6.822
H -3.419 -0.685 -7.663
C -3.653 -0.173 -6.727
H -1.499 -2.726 -3.291
C -5.121 5.042 -1.192
C -5.035 1.358 -5.451
P -2.069 0.030 -2.807
H 3.070 1.497 -0.576
C 0.481 -2.872 -4.148
C 4.010 -0.376 0.075
P -2.805 1.625 -0.435
H 0.472 0.402 2.997
C 5.369 -0.123 3.254
C 0.575 -0.083 -3.913
C -6.546 3.362 -0.186
C 3.105 0.801 0.286
O 0.362 -2.342 3.177
C -0.575 -0.777 -3.512
C 3.118 0.995 2.899
H -2.000 -1.058 -5.665
H -1.579 4.157 3.737
C 1.320 -3.068 2.677
H 0.435 -3.960 -4.251
H -2.838 -3.282 1.801
H 2.633 2.504 1.528
H 1.207 -3.542 5.310
C -2.133 3.089 1.932
H -3.044 4.516 -1.387
C -2.852 -0.385 -5.595
H 3.713 -4.244 1.899
C -3.123 0.272 -4.386
C -0.225 1.187 2.692
C -5.442 2.507 -0.047
C -0.454 2.322 3.496
H 6.901 -0.289 1.753
C -0.916 1.021 1.508
C -6.390 4.628 -0.770
H -5.883 2.047 -5.395
C -4.168 2.898 -0.507
H -4.468 1.652 -3.392
H 2.454 -2.707 -5.025
H 6.016 0.541 3.853
C -1.484 1.744 -2.772
C 1.655 -0.778 -4.459
H -1.261 3.428 -1.400
H -7.531 3.037 0.161
C -1.406 3.267 3.117
H 5.551 -5.032 3.433
H 4.361 2.070 1.548
C -1.907 1.952 1.135
C -0.607 -2.185 -3.609
H -1.494 -4.298 2.478
C 3.345 1.659 1.575
Cl 5.707 -5.055 6.271
H 2.167 1.272 3.368
H -5.557 1.529 0.418
H -2.852 3.841 1.624
H -1.060 2.174 -3.684
H -0.609 0.183 0.833
C 3.588 -4.185 2.972
H -5.370 0.863 -7.531
C -4.745 0.698 -6.655
H 3.836 -0.859 -0.895
H 5.841 1.076 1.487

Force components x, y, z for each atom (eV/Å):
H 0.340 -0.262 0.084
C 0.186 -0.162 -0.181
C 0.590 -0.445 0.066
C -0.346 0.234 0.180
H 0.143 0.594 -0.574
O 1.881 -0.562 1.332
C -0.186 -0.087 0.752
C 0.141 -0.225 0.508
H -0.212 0.033 -0.186
H 0.045 0.552 -0.030
H 0.062 -0.299 0.008
C 0.421 0.073 -0.376
C -0.061 -0.208 0.195
H -0.036 0.169 0.600
H -0.036 -0.371 0.152
C -1.136 0.352 -0.537
H -0.012 0.099 0.008
H -0.132 -0.181 0.112
C -0.307 -0.036 0.020
C 0.141 0.042 -0.126
H 0.212 0.280 -0.391
Ti 0.056 0.302 -0.433
C -1.291 -0.817 -0.205
C 0.374 -0.865 -1.267
C 0.000 0.147 -0.191
H -0.052 0.128 -0.403
H -0.079 0.160 0.324
C -0.121 0.183 0.362
H 0.213 0.092 -0.020
C -0.095 -0.278 0.145
C 0.281 -0.242 -0.047
P -0.477 -0.347 -1.827
H 0.184 -0.395 0.232
C 0.052 0.043 -0.129
C 0.530 0.016 -0.719
P -0.365 0.784 0.615
H -0.185 0.434 -0.009
C 0.481 -0.256 0.037
C -0.100 -0.457 -0.199
C 0.258 0.046 0.005
C 0.211 0.727 0.707
O 2.231 -0.602 1.059
C 0.122 -0.292 -0.046
C -0.524 -0.006 0.205
H -0.140 0.113 0.001
H 0.093 -0.443 -0.297
C -2.562 1.230 -1.602
H 0.067 0.373 0.070
H 0.452 -0.358 -0.013
H 0.410 -0.226 -0.111
H 0.133 0.197 -0.162
C 0.445 -0.619 0.164
H -0.247 0.010 -0.002
C -0.196 0.203 -0.052
H 0.045 0.208 0.002
C 0.047 -0.192 0.100
C 0.010 0.161 0.480
C 0.094 0.493 -0.271
C -0.064 -0.449 -0.182
H -0.478 -0.062 -0.119
C -0.177 0.223 -0.106
C 0.256 -0.226 0.019
H 0.303 -0.270 0.017
C -0.217 0.095 0.378
H 0.033 -0.074 -0.175
H -0.185 0.114 0.124
H -0.243 -0.179 0.069
C -0.272 1.083 1.364
C -0.071 -0.230 0.022
H -0.182 -0.318 -0.325
H 0.373 0.113 -0.128
C 0.161 -0.003 -0.067
H -0.490 0.250 0.067
H -0.509 0.179 -0.160
C 0.031 0.549 0.016
C 0.369 0.527 -0.195
H -0.286 0.277 -0.601
C -0.032 0.615 -0.557
Cl 0.125 -0.184 0.064
H 0.413 -0.521 -0.187
H -0.070 0.117 -0.155
H -0.020 -0.179 0.030
H 0.157 0.035 0.435
H -0.569 0.634 0.222
C -0.228 -0.088 0.692
H 0.139 -0.020 0.182
C 0.191 -0.033 0.285
H -0.543 -0.638 0.726
H 0.032 -0.579 0.124

## Properties
- F_max: 3.3 eV/Å
- HOMO (alpha / beta): -6.08 / -7.81 eV
- Kohn-Sham gap (alpha / beta): 6.176 / 7.951 eV
- Spin multiplicity: 3
- ⟨S²⟩: 2.01
- Energy above the lowest of the compared OMol25 structures with the same formula, charge and spin: 0.00 kJ/mol

These are the Mulliken partial charges, in e, on atoms 1 to 2: atom 1 (H): 0.368, atom 2 (C): -0.174